Entry from OMol25: C22H22B2F4HgN6O7 as an isolated structure at a distorted geometry (ωB97M-V with the def2-TZVPD basis set).

```
64
Properties=species:S:1:pos:R:3:forces:R:3:lowdin_charge:R:1
Hg -1.790943 0.367767 -0.644756 0.025 -0.434 -0.326 1.32
C 1.134749 1.620892 2.612081 1.189 -0.106 1.013 -0.02
C 0.276457 0.815711 1.728263 -1.186 -0.108 -2.067 -0.49
N -0.652930 0.009581 2.490586 -0.935 -1.305 0.307 0.16
O -1.372591 -0.871561 1.706920 0.943 1.421 -0.038 -0.05
B -2.828753 -1.141309 2.166849 0.720 0.120 0.648 -1.11
F -3.385396 0.074227 2.576574 0.169 -0.602 0.048 0.13
F -2.771464 -2.160471 3.114449 -0.209 0.553 0.492 0.13
O -3.569502 -1.730472 1.058569 -0.207 -0.110 -0.388 0.03
N -3.090265 -1.582613 -0.215856 -0.689 0.161 1.097 0.01
C -2.539272 -2.637036 -0.651871 1.051 -0.144 -1.138 -0.26
C -2.257012 -3.851390 0.163793 -0.440 -0.406 0.991 0.01
C -1.992289 -2.423068 -2.022059 0.630 -0.919 -0.822 -0.22
N -1.575284 -1.247290 -2.267622 -0.388 0.599 -0.005 -0.03
O -1.197861 -0.957737 -3.549041 -0.100 -0.279 0.959 0.04
B 0.287879 -0.840854 -3.688547 -0.371 -0.831 -1.187 -1.15
F 0.396701 -0.421569 -4.996887 0.518 0.723 -0.168 0.15
F 0.849418 -2.123399 -3.599027 0.260 -0.207 0.551 0.11
O 0.940650 0.085921 -2.771751 0.253 0.780 0.725 0.07
N 0.801150 -0.270811 -1.459814 0.279 -0.051 0.038 0.08
C 1.325357 0.514228 -0.599595 -0.073 0.199 -0.249 -0.38
C 2.011641 1.832779 -0.812101 -0.830 0.076 0.908 0.03
C -1.791864 -3.551140 -3.030160 0.346 -0.259 1.165 0.01
H 0.582236 2.150749 3.360980 -0.294 0.229 0.448 0.08
H 1.778086 2.292808 2.062584 -0.160 0.393 -0.304 0.08
H 1.828064 0.948606 3.108145 -0.165 -0.062 0.295 0.09
H -3.191095 -4.225164 0.613052 0.177 0.102 -0.242 0.10
H -1.692693 -3.511840 1.061359 -0.082 -0.237 -0.636 0.10
H -1.753999 -4.699710 -0.330949 -0.110 0.752 -0.015 0.08
H 1.660496 2.268009 -1.733815 0.059 0.257 -0.288 0.08
H 3.085405 1.711141 -0.813443 0.372 -0.060 -0.147 0.08
H 1.757584 2.478516 0.066108 0.185 -0.352 -0.973 0.08
H -0.713897 -3.586819 -3.322927 -0.985 0.096 0.136 0.10
H -2.417645 -3.418580 -3.899236 -0.066 0.195 -0.328 0.08
H -2.083881 -4.496526 -2.540061 0.171 0.316 -0.320 0.07
O 3.661617 -2.685070 2.833891 0.290 -0.476 -0.343 0.04
C 4.018176 -2.368268 1.566433 -0.569 0.594 0.765 -0.23
C 5.195088 -2.947724 1.060224 -0.842 2.106 -1.251 -0.02
C 5.741382 -2.500494 -0.127566 -1.401 0.595 -0.868 -0.07
C 4.988820 -1.615523 -0.945967 0.362 0.119 0.859 -0.07
C 3.808883 -1.062592 -0.453472 0.224 -1.417 -0.832 -0.04
C 3.289159 -1.414264 0.793212 -0.568 -0.306 -0.544 -0.03
C 1.963655 -0.892836 1.326897 1.853 0.464 1.280 -0.29
O 1.774564 -1.168985 2.524065 -1.140 -0.020 -0.388 0.03
N 1.200775 0.084679 0.752011 -0.462 -0.732 0.529 0.10
N -0.668074 1.630789 0.905147 0.737 -1.052 -0.514 0.05
C -1.025788 2.791230 1.280801 -0.356 0.240 -0.588 -0.08
C -1.971230 3.680899 0.653922 0.340 0.008 0.458 -0.14
C -2.190291 4.881839 1.370807 -0.123 0.171 -0.705 -0.05
C -3.101368 5.786369 0.871317 -0.111 -0.445 -0.795 -0.11
C -3.645786 5.550426 -0.410807 -0.461 -0.005 0.080 -0.10
C -3.423518 4.416744 -1.157546 -0.032 1.030 0.715 -0.02
C -2.671484 3.393573 -0.548282 -0.458 -1.551 -0.653 -0.36
O -2.758594 2.211681 -1.100115 0.208 1.144 -0.015 -0.21
H 2.815527 -2.202631 3.072983 0.497 -0.062 -0.730 0.07
H 5.705688 -3.672761 1.575433 0.940 -1.500 1.582 0.08
H 6.688174 -2.883717 -0.467817 0.121 -0.197 -0.114 0.09
H 5.269856 -1.355091 -1.963680 0.244 -0.115 0.273 0.10
H 3.192186 -0.588991 -1.197925 0.058 0.450 0.191 0.09
H -0.563289 3.218244 2.144963 0.314 0.258 0.652 0.10
H -1.571970 5.061612 2.252783 -0.487 -0.017 -0.016 0.11
H -3.511693 6.650994 1.342079 0.445 0.492 0.724 0.08
H -4.363607 6.286197 -0.766133 0.176 -0.005 -0.167 0.10
H -3.894092 4.292098 -2.128452 0.141 -0.272 0.233 0.12
```
Positions in Å, forces in eV/Å.

ΔE to the lowest compared entry with this formula, charge and spin: 0.000 eV
Charge: -1
Spin multiplicity: 2
LUMO level (alpha / beta): 2.35 / 2.22 eV
E_HOMO (alpha / beta): -5.72 / -5.78 eV
Total energy: -62846.71846 eV
HOMO-LUMO gap (alpha / beta): 8.1 / 8.0 eV

=====

Entry from OMol25: one molecule with the formula C24H29N3O2S (ωB97M-V with the def2-TZVPD basis set).

```
59
Properties=species:S:1:pos:R:3:forces:R:3:lowdin_charge:R:1
C -3.348390 -1.315392 2.608071 -0.131 -0.030 -0.229 -0.06
H -3.910768 -1.906043 3.325752 -0.037 -0.058 0.127 0.07
H -2.295349 -1.575372 2.695326 0.100 -0.018 0.037 0.07
H -3.469404 -0.261066 2.850581 0.017 0.082 0.058 0.07
C -3.847259 -1.600930 1.192768 -0.152 -0.283 0.580 -0.17
N -3.137508 -0.810025 0.219430 0.076 -0.026 -0.212 0.00
C -3.480389 0.441967 -0.178023 0.664 0.300 -0.678 -0.28
C -2.504328 0.900416 -1.069652 -0.536 0.283 0.189 -0.49
C -1.528745 -0.095187 -1.190754 0.012 -0.352 0.211 -0.02
C -1.938471 -1.132704 -0.368555 0.099 0.304 -0.397 -0.13
C -1.346455 -2.478445 -0.200730 0.069 -0.157 0.050 -0.39
O -2.035459 -3.488446 -0.285313 -0.194 -0.086 0.023 0.05
N -0.020618 -2.548904 0.043197 -0.038 -0.064 -0.149 -0.04
C 0.866192 -1.448570 0.307933 0.290 0.465 0.183 -0.10
H 0.302825 -0.522751 0.416671 0.094 -0.109 0.076 0.11
C 1.928477 -1.308353 -0.797131 -0.022 -0.059 0.253 -0.19
C 3.213183 -0.777812 -0.166219 -0.402 -0.143 -0.484 -0.47
O 3.561261 -1.073137 0.958049 0.113 -0.084 0.409 0.07
N 3.957125 0.002299 -0.983542 0.363 0.178 -0.383 0.07
H 3.566114 0.280741 -1.870637 -0.139 -0.106 0.137 0.14
C 4.998786 0.853206 -0.452256 0.183 0.081 0.034 -0.16
H 5.891521 0.783812 -1.080191 -0.003 -0.003 0.138 0.12
H 5.226840 0.466000 0.542493 0.063 0.050 -0.137 0.12
C 4.510514 2.310950 -0.362806 -0.042 -0.248 0.078 -0.13
C 3.125637 2.344426 0.224951 0.091 0.212 -0.057 -0.25
C 2.015722 2.535120 -0.586838 0.084 0.030 0.045 -0.04
C 0.735427 2.487773 -0.065121 -0.024 -0.047 0.017 -0.04
C 0.530305 2.236166 1.284395 -0.042 0.031 0.036 -0.28
C 1.642315 2.047001 2.096796 -0.025 0.010 -0.029 -0.03
C 2.921171 2.101815 1.577024 -0.004 0.059 -0.076 -0.03
H 3.770208 1.948403 2.226389 0.116 -0.051 0.085 0.12
H 1.503411 1.853095 3.150676 -0.026 -0.015 0.125 0.11
C -0.855065 2.153079 1.850231 0.012 -0.021 -0.012 -0.03
H -0.883924 2.550781 2.862405 -0.049 0.021 0.081 0.08
H -1.559867 2.704338 1.232817 -0.125 0.013 -0.027 0.07
H -1.182498 1.113215 1.889064 -0.114 -0.092 0.005 0.07
H -0.112494 2.648606 -0.714753 -0.122 0.038 -0.023 0.08
H 2.150682 2.734657 -1.641903 0.047 0.032 -0.109 0.11
H 4.497756 2.753110 -1.361635 0.027 0.062 0.018 0.11
H 5.208114 2.878345 0.254757 0.052 0.062 -0.066 0.12
H 1.593439 -0.605532 -1.564919 -0.002 0.023 0.030 0.13
C 2.185118 -2.685637 -1.436806 0.121 -0.073 0.083 -0.13
C 2.062927 -3.768540 -0.370318 -0.037 0.088 -0.075 -0.15
C 0.608415 -3.857252 0.098143 -0.070 -0.409 -0.031 -0.13
H 0.023837 -4.517826 -0.547739 0.110 0.044 0.127 0.12
H 0.555352 -4.254120 1.119364 -0.052 -0.030 -0.079 0.13
H 2.721494 -3.515877 0.461584 0.049 -0.062 0.011 0.11
H 2.374204 -4.735165 -0.766500 0.008 -0.017 0.064 0.11
H 1.445320 -2.866123 -2.220060 0.030 0.023 -0.053 0.12
H 3.176268 -2.704965 -1.893403 -0.042 -0.005 -0.092 0.12
H 1.392226 -1.645314 1.250625 -0.094 0.075 -0.119 0.14
H -0.661074 -0.080660 -1.818002 0.241 -0.084 -0.079 0.11
S -2.873521 2.494719 -1.632918 -0.140 -0.360 0.222 1.00
C -4.314059 2.509068 -0.659301 0.205 0.009 -0.103 -0.40
C -4.517419 1.373339 0.054645 -0.257 0.197 0.115 -0.10
H -5.359303 1.219473 0.705012 -0.176 0.025 0.107 0.11
H -4.930302 3.385886 -0.684969 -0.188 0.142 0.044 0.06
H -3.704509 -2.655095 0.945887 -0.125 0.204 -0.033 0.11
H -4.910002 -1.358961 1.112311 0.079 -0.053 -0.064 0.13
```
Positions in Å, forces in eV/Å.

ΔE to the lowest compared entry with this formula, charge and spin: 0.252 eV
Charge: 0
LUMO level: 0.59 eV
E_HOMO: -7.90 eV
SMILES: CCn1c(C(=O)N2CCC[C@H](C(=O)NCCc3ccc(C)cc3)C2)cc2sccc21
Total energy: -44760.87053 eV
HOMO-LUMO gap: 8.5 eV

=====

Entry from OMol25: a 2-piece molecular cluster, C2H3BrF2 overall at a distorted geometry (ωB97M-V with the def2-TZVPD basis set).

```
8
Properties=species:S:1:pos:R:3:forces:R:3:lowdin_charge:R:1
C -0.843390 -0.822327 -0.384011 2.646 2.721 0.440 -0.55
C 0.894259 0.715188 0.336381 -2.107 -3.031 -0.752 -0.25
F 1.806097 -0.145147 0.799736 0.171 0.465 -0.031 0.04
F 1.368862 1.395204 -0.690574 -0.056 0.067 0.138 0.07
Br -2.422098 0.022483 0.125029 -0.504 0.012 0.141 0.59
H -0.626722 -0.729775 -1.438557 -0.150 -0.256 0.009 -0.01
H -0.601142 -1.731846 0.127760 0.006 -0.222 0.161 -0.01
H 0.424134 1.296220 1.124233 -0.005 0.244 -0.106 0.11
```
Positions in Å, forces in eV/Å.

ΔE to the lowest compared entry with this formula, charge and spin: 3.227 eV
Charge: 0
LUMO level (alpha / beta): 0.30 / 0.17 eV
E_HOMO (alpha / beta): -8.57 / -8.63 eV
Total energy: -77596.94017 eV
HOMO-LUMO gap (alpha / beta): 8.9 / 8.8 eV

=====

Entry from OMol25: one molecule with the formula C4H9NOS at a distorted geometry (ωB97M-V with the def2-TZVPD basis set).

```
16
Properties=species:S:1:pos:R:3:forces:R:3:lowdin_charge:R:1
O -2.281382 1.903643 -0.018232 0.024 -0.932 -0.642 0.03
C -2.223792 0.908010 0.670971 1.673 1.278 1.457 -0.37
N -1.065400 0.251953 1.040124 0.718 -1.114 -0.633 0.03
C 0.140842 0.256257 0.095194 -1.159 2.913 -0.359 -0.44
C 1.165438 -0.570002 0.824153 -0.037 2.541 -0.921 -0.42
S 2.474574 -1.104290 -0.441656 1.474 -3.386 0.161 0.55
C -0.118511 -0.131462 -1.382949 0.689 1.754 -0.253 -0.12
H -3.017786 0.603908 1.311920 -1.352 -0.508 0.381 0.11
H -1.085922 -0.416546 1.885567 -0.170 1.438 -2.265 0.16
H 0.510651 1.347406 -0.076447 -0.644 -1.633 1.186 0.16
H 1.696980 0.099698 1.500061 -0.049 -0.568 0.228 0.07
H 0.560010 -1.337527 1.337032 1.546 -0.840 -0.627 0.09
H 3.475598 -1.181302 -1.469335 -1.647 1.536 1.382 -0.06
H -1.037638 0.262985 -1.887463 0.804 -0.208 0.876 0.09
H -0.008531 -1.161791 -1.484203 -0.376 -1.937 -0.370 0.02
H 0.814866 0.269065 -1.904735 -1.493 -0.334 0.398 0.07
```
Positions in Å, forces in eV/Å.

ΔE to the lowest compared entry with this formula, charge and spin: 4.740 eV
Charge: 0
LUMO level: -1.29 eV
E_HOMO: -8.95 eV
SMILES: C[C@H](CS)NC=O
Total energy: -18662.78651 eV
HOMO-LUMO gap: 7.7 eV